Entry 1:
83
Properties=species:S:1:pos:R:3:mulliken_charge:R:1 method="wB97M-V/def2-TZVPD" total_charge=0 energy_ha=-2322.41440 smiles="C#CC[C@](NCCC)(O[C@](CN)(CNCl)B(O)OCC)[PH2]=N.COC[C@@H](C)N.COC[C@@H](C)N" molar_mass_g_mol=530.89
C -0.5393 3.0708 0.2832 -0.13
C 0.0249 2.1657 -0.2644 -0.85
C 0.6541 0.9837 -0.9006 -0.53
C -0.4798 0.0234 -1.4197 -0.12
N -1.4140 0.9163 -2.1284 0.11
C -0.9991 1.3910 -3.4391 -0.46
C -1.7918 2.7081 -3.7140 -0.62
C -3.2943 2.5944 -3.3633 -1.15
O -1.2990 -0.5868 -0.4809 -0.23
C -0.8482 -1.5141 0.4785 1.69
C 0.1317 -1.0441 1.5934 -1.75
N -0.2116 0.2371 2.1981 -0.19
C -0.3272 -2.8918 -0.0363 -1.85
N -0.6311 -3.8632 1.0211 -0.29
Cl -0.5649 -5.4852 0.3998 -0.14
B -2.2027 -1.9499 1.2860 1.07
O -3.2093 -2.5356 0.5065 -0.67
O -2.3598 -1.7171 2.6225 -0.42
C -3.7121 -1.4300 3.0234 -0.37
C -4.0307 0.0316 2.6948 -1.08
P 0.3020 -1.1015 -2.7321 0.26
N -0.8442 -1.8805 -3.4954 -0.83
H -1.3220 3.7148 0.6043 0.41
H 1.3755 0.5020 -0.2363 0.49
H 1.2402 1.4023 -1.7293 0.53
H -2.2936 0.4136 -2.1759 0.28
H 0.0513 1.6765 -3.5313 0.31
H -1.2793 0.7349 -4.2785 0.10
H -1.6055 3.0415 -4.7411 0.50
H -1.3647 3.4637 -3.0417 0.23
H -3.8790 3.2862 -3.9749 0.36
H -3.4144 2.9392 -2.3310 0.27
H -3.6621 1.5662 -3.4106 0.28
H 1.1655 -1.0806 1.2079 0.43
H 0.1180 -1.8000 2.3932 0.31
H 0.5664 0.8806 2.1942 0.28
H -0.5398 0.1169 3.1454 0.22
H 0.7581 -2.8402 -0.2123 0.34
H -0.8577 -3.1131 -0.9676 0.80
H 0.0777 -3.8453 1.7465 0.28
H -3.0916 -3.4918 0.5359 0.26
H -4.4466 -2.1409 2.6405 0.33
H -3.7358 -1.5262 4.1167 0.30
H -4.2436 0.1546 1.6286 0.28
H -4.9168 0.3162 3.2761 0.47
H -3.2104 0.6795 3.0105 0.22
H 1.1449 -2.0591 -2.1024 0.05
H 1.1740 -0.3686 -3.5799 0.02
H -0.7874 -1.6915 -4.4911 0.26
C 2.4830 -4.1372 6.4469 -0.71
O 1.5918 -3.9036 5.3712 -0.37
C 0.2184 -4.0440 5.6906 -0.61
C -0.4080 -2.8307 6.3972 0.45
C -0.0257 -2.7061 7.8690 -1.57
N -0.0790 -1.5772 5.7126 -0.71
H 2.1183 -4.9220 7.1151 0.32
H 2.6606 -3.2174 7.0082 0.24
H 3.4373 -4.4549 6.0264 0.26
H -0.2903 -4.1698 4.7303 0.18
H 0.0493 -4.9682 6.2586 0.49
H -1.4932 -2.9646 6.3560 0.40
H 0.9778 -2.3035 8.0045 0.29
H -0.7101 -2.0267 8.3780 0.39
H -0.0804 -3.6728 8.3743 0.36
H -0.4362 -1.6259 4.7601 0.14
H 0.9313 -1.5513 5.5942 0.37
C 2.4871 4.5138 -3.4623 -0.84
O 2.1253 3.3508 -4.1886 -0.18
C 2.0501 3.5244 -5.5930 -0.80
C 3.4039 3.4900 -6.3209 0.31
C 4.2268 4.7636 -6.1527 -1.42
N 4.2160 2.3412 -5.9062 -0.74
H 2.0814 5.4210 -3.9174 0.35
H 3.5727 4.5896 -3.3720 0.26
H 2.0801 4.4179 -2.4550 0.26
H 1.4529 2.6830 -5.9571 0.31
H 1.4884 4.4356 -5.8363 0.48
H 3.1883 3.3837 -7.3883 0.42
H 4.7174 4.8153 -5.1811 0.29
H 5.0135 4.8041 -6.9065 0.36
H 3.6056 5.6538 -6.2728 0.34
H 3.7120 1.4852 -6.1221 0.27
H 4.2586 2.3491 -4.8899 0.32

Entry 2:
81
Properties=species:S:1:pos:R:3:mulliken_charge:R:1 method="wB97M-V/def2-TZVPD" total_charge=0 energy_ha=-1983.94540 smiles="CO[C@@H](CC(=O)Cl)[C@@H](N)C[C@H]1CO1.CCO.CCO.CCO.CCO.CCO.CCO" molar_mass_g_mol=484.07
C -1.5929 3.3942 2.0730 -0.38
O -1.1107 3.1746 0.7533 -0.46
C -2.0777 2.4973 -0.0507 -0.12
C -1.9207 3.0007 -1.5048 -1.21
C -3.1892 3.6307 -2.0980 0.53
O -4.2725 3.5436 -1.6837 -0.39
Cl -2.9481 4.6185 -3.6123 -0.24
C -2.1119 0.9633 0.1571 0.53
N -3.5070 0.4368 0.0586 -0.81
C -1.2188 0.0893 -0.7481 -1.20
C 0.3110 0.3555 -0.3963 0.56
C 1.2468 0.5100 -1.6821 -1.21
O 0.7948 1.6556 -0.7331 -0.39
H -1.5465 2.4790 2.7063 0.24
H -2.5850 3.8753 2.1259 0.36
H -0.8814 4.1027 2.5482 -0.03
H -3.0619 2.8845 0.3084 0.86
H -1.1581 3.8079 -1.4837 0.40
H -1.5530 2.2626 -2.2377 0.21
H -1.7978 0.7682 1.2108 0.29
H -4.0415 0.7396 0.8741 0.25
H -3.3953 -0.5689 0.2050 0.33
H -1.3352 -0.9649 -0.4269 0.38
H -1.3180 0.2353 -1.8333 0.33
H 0.7456 -0.1741 0.4803 0.26
H 2.2846 0.8491 -1.5674 0.48
H 0.6787 0.9571 -2.5144 0.40
C -5.5953 4.2220 5.4305 -1.14
C -4.6572 4.4678 4.2642 -0.17
O -4.1747 3.2344 3.7364 -0.43
H -5.0858 3.6658 6.2191 0.29
H -5.9613 5.1637 5.8438 0.36
H -6.4528 3.6210 5.1167 0.34
H -3.7928 5.0491 4.5851 0.27
H -5.1669 5.0181 3.4664 0.29
H -4.9384 2.7244 3.4432 0.24
C 2.4799 -3.2726 1.7493 -1.01
C 1.1089 -2.9962 2.3372 -0.13
O 0.1280 -2.9356 1.3015 -0.44
H 2.7530 -2.4950 1.0333 0.30
H 3.2399 -3.3138 2.5322 0.35
H 2.4837 -4.2217 1.2069 0.20
H 1.1032 -2.0384 2.8587 0.34
H 0.8267 -3.7771 3.0474 0.17
H 0.1297 -3.7858 0.8476 0.27
C 2.6730 5.9427 3.9316 -1.17
C 1.5467 5.2837 3.1580 -0.13
O 0.2805 5.7717 3.5982 -0.54
H 2.5639 5.7528 5.0008 0.30
H 3.6443 5.5671 3.6045 0.34
H 2.6531 7.0271 3.7948 0.33
H 1.5565 4.2051 3.3132 0.30
H 1.6468 5.4786 2.0856 0.25
H 0.2676 6.7240 3.4510 0.28
C 1.4775 -2.4109 -4.4604 -0.66
C 1.6532 -3.4642 -3.3845 -0.37
O 0.8547 -3.1480 -2.2477 -0.43
H 1.7584 -1.4272 -4.0808 0.10
H 2.0895 -2.6377 -5.3356 0.15
H 0.4305 -2.3473 -4.7709 0.37
H 2.6925 -3.5108 -3.0600 0.29
H 1.3630 -4.4529 -3.7563 0.28
H -0.0636 -3.1167 -2.5383 0.25
C 1.2019 -7.2455 2.4051 -0.73
C 1.2857 -7.0435 3.9065 -0.31
O 0.5801 -5.8684 4.2966 -0.50
H 1.6174 -6.3830 1.8805 0.01
H 1.7475 -8.1398 2.0988 0.36
H 0.1608 -7.3445 2.0861 0.32
H 2.3230 -6.9240 4.2183 0.27
H 0.8623 -7.9024 4.4370 0.28
H -0.3396 -5.9789 4.0298 0.29
C 3.9286 -2.7546 -9.3233 -1.07
C 3.2120 -1.8963 -8.2979 -0.14
O 4.0199 -1.7164 -7.1380 -0.51
H 4.1749 -3.7295 -8.8995 0.29
H 3.3107 -2.9023 -10.2110 0.31
H 4.8702 -2.2893 -9.6261 0.32
H 2.2839 -2.3732 -7.9826 0.26
H 2.9706 -0.9137 -8.7161 0.27
H 4.8359 -1.2854 -7.4151 0.29

Entry 3:
95
Properties=species:S:1:pos:R:3:mulliken_charge:R:1 method="wB97M-V/def2-TZVPD" total_charge=+2 energy_ha=-3357.15657 molar_mass_g_mol=895.25 de_lowest_kj_mol=108.7
Hf 0.1599 0.6204 0.4904 3.46
C 1.5366 -0.9228 4.8519 0.46
F 1.3425 0.3707 5.1296 -0.22
F 2.4794 -1.3947 5.6352 -0.19
F 0.4101 -1.5908 5.0416 -0.20
S 2.0718 -1.1243 3.0953 1.50
O 1.0872 -0.3650 2.2700 -1.13
O 3.3732 -0.5238 3.0822 -0.70
O 1.9767 -2.5190 2.8085 -0.60
C 1.7163 4.9952 -0.5751 0.61
F 1.7459 5.2663 0.7317 -0.22
F 1.7278 6.1046 -1.2538 -0.19
F 2.7912 4.2527 -0.8727 -0.21
S 0.2419 3.9685 -0.9836 1.21
O -0.8813 4.6550 -0.4198 -0.72
O 0.2790 3.8186 -2.4109 -0.68
O 0.4811 2.7105 -0.2553 0.12
C 3.6442 -1.7537 -0.3783 -1.32
C 2.2964 -2.0615 -1.0319 0.73
C 2.0368 -3.5381 -1.2591 -1.07
O 1.7884 -4.1124 -0.0181 -0.22
C 1.9931 -5.5249 -0.0093 -0.95
N 1.1546 -1.5159 -0.1218 0.70
H 3.9504 -0.7167 -0.5084 0.23
H 4.4093 -2.3703 -0.8566 0.47
H 3.6475 -2.0393 0.6735 0.34
H 2.2262 -1.4175 -1.9117 0.15
H 2.9141 -3.9683 -1.7495 0.68
H 1.1776 -3.6394 -1.9444 0.24
H 1.1255 -5.9775 -0.5240 0.33
H 1.8938 -5.8608 1.0195 0.30
H 2.8911 -5.9141 -0.4841 0.33
H 0.3911 -2.0495 -0.5737 -0.30
H 1.2720 -2.0989 0.7225 -0.44
C -4.3033 2.4258 1.3437 -1.52
C -3.2403 1.9404 0.3762 0.14
C -3.2395 2.8611 -0.8307 -1.14
O -2.3302 2.3365 -1.7637 -0.25
C -2.3854 3.0341 -3.0040 -1.08
N -1.8513 2.0005 1.0583 -0.92
H -4.4060 1.8652 2.2803 0.44
H -5.2901 2.3312 0.8836 0.43
H -4.1611 3.4756 1.6084 0.39
H -3.4006 0.9356 -0.0181 -0.04
H -3.0559 3.8929 -0.5104 0.44
H -4.2442 2.8323 -1.2712 0.73
H -1.8596 2.4503 -3.7556 0.43
H -1.8797 3.9915 -2.8690 0.26
H -3.3994 3.2165 -3.3677 0.36
H -2.1763 1.8177 2.0147 0.33
H -1.5925 2.9960 1.0931 0.50
C -1.9862 -2.7366 2.9400 -1.64
C -1.2130 -2.3325 1.6782 0.66
C -1.5409 -3.3442 0.5734 -1.49
O -1.3237 -2.7569 -0.7181 -0.15
C -1.9996 -3.4741 -1.7600 -0.94
N -1.4905 -0.8535 1.3373 -0.45
H -1.7163 -2.1666 3.8318 0.48
H -1.8158 -3.7880 3.1756 0.39
H -3.0706 -2.6426 2.7826 0.43
H -0.1743 -2.4542 1.9878 -0.30
H -2.5681 -3.7169 0.6934 0.64
H -0.8725 -4.2093 0.6329 0.33
H -1.7555 -4.5392 -1.7470 0.33
H -1.7157 -3.0385 -2.7146 0.27
H -3.0831 -3.3756 -1.6256 0.34
H -1.7278 -0.5479 2.2910 0.45
H -2.4306 -1.0023 0.9462 0.34
C -1.7457 -0.3347 -3.7293 -1.22
C -0.6591 -0.3225 -2.6483 1.37
C 0.3864 0.7035 -2.9374 -2.10
O 1.2547 0.7577 -1.8129 1.12
C 2.4571 1.3293 -2.2465 -1.51
N -1.2806 0.0589 -1.3093 -0.88
H -2.5624 0.3561 -3.4849 0.22
H -2.2400 -1.3062 -3.7620 0.34
H -1.3965 0.0099 -4.7004 0.42
H -0.1799 -1.2960 -2.5547 -0.01
H 0.0657 1.7083 -3.2308 0.15
H 0.9130 0.3228 -3.8254 0.71
H 3.1555 1.3645 -1.4193 0.38
H 2.3411 2.3750 -2.5294 0.38
H 2.9435 0.7665 -3.0422 0.44
H -1.9339 -0.7319 -1.2360 0.68
H -1.9157 0.8484 -1.5454 0.14
C 1.9254 2.5006 2.8559 -1.01
C 2.9524 2.1517 1.8136 -0.88
O 2.4439 1.2549 0.7452 -0.71
O 0.5774 2.2044 2.2989 -0.50
H 1.8881 3.5870 2.9335 0.58
H 2.0347 2.0662 3.8407 0.34
H 3.8011 1.5683 2.1712 0.68
H 3.4132 3.0319 1.3678 0.64
H 3.2559 0.8963 0.3751 0.17
H 0.0534 2.9413 2.6296 0.34

Entry 4:
80
Properties=species:S:1:pos:R:3:mulliken_charge:R:1 method="wB97M-V/def2-TZVPD" total_charge=+3 energy_ha=-2884.12789 molar_mass_g_mol=602.14 de_lowest_kj_mol=0.0
Zr 0.3999 0.3333 -0.9575 -2.13
P 2.6150 -1.0106 -0.7699 1.14
C 2.6951 -1.0416 -2.6257 -1.26
C 1.4457 -1.4790 -3.3559 0.85
N 0.2844 -0.9798 -2.8781 -0.20
C -0.8795 -1.2025 -3.5407 0.43
C -0.9188 -2.0930 -4.5983 -0.88
C 0.2569 -2.5752 -5.1249 -0.59
C 1.4521 -2.2448 -4.5150 -0.89
C -2.1136 -0.6170 -2.9486 -1.11
P -1.9488 0.9351 -1.9110 0.83
H 2.3962 -2.6252 -4.8862 0.52
H -1.8744 -2.4130 -4.9929 0.56
H 0.2542 -3.2283 -5.9906 0.48
H -2.8435 -0.3219 -3.7184 0.60
H -2.5787 -1.3496 -2.2565 0.45
H 2.9689 0.0039 -2.9234 0.39
H 3.5450 -1.7236 -2.8464 0.55
H 1.5359 3.8919 -3.4766 0.29
O 1.9727 3.0362 -3.6854 -0.54
H 2.6788 3.2563 -4.3366 0.29
H -0.2888 4.5409 -1.3398 0.28
O -0.2881 4.6552 -2.3334 -0.59
H -0.5596 5.5759 -2.4554 0.30
C -1.9549 2.1129 -3.3060 -1.26
H -2.9314 1.9832 -3.7935 0.51
H -1.7908 3.1508 -3.0069 0.33
H -1.1609 1.8018 -3.9944 0.43
C -3.7017 1.0764 -1.4313 -1.47
H -3.8827 1.9895 -0.8460 0.44
H -4.2879 1.1406 -2.3706 0.62
H -4.0055 0.1819 -0.8658 0.36
C 2.9729 -2.7400 -0.4095 -1.58
H 3.9069 -2.9681 -0.9431 0.61
H 3.0699 -2.9523 0.6590 0.45
H 2.1627 -3.3388 -0.8321 0.38
C 4.3163 -0.3569 -0.5237 -1.43
H 4.4769 0.0325 0.4936 0.45
H 5.0217 -1.1835 -0.7282 0.44
H 4.4467 0.4260 -1.2822 0.53
C -3.4816 0.5736 2.2737 -0.88
Si -2.3186 -0.9144 2.3131 0.93
C -2.4763 -1.6496 4.0569 -1.20
C -2.8758 -2.1984 1.0431 -0.94
Si -0.2673 -0.3837 1.3928 2.02
Si 0.0886 1.9067 1.4545 0.11
C -0.0187 2.1546 3.3427 -1.14
C 1.8438 2.4698 0.9712 -1.18
C -1.2811 3.0595 0.8267 -0.63
Si 1.0604 -1.2679 3.0691 0.58
C 0.8264 -0.8665 4.9089 -1.03
C 0.8038 -3.1183 2.7577 -1.08
C 2.8443 -0.8084 2.6848 -0.53
H -4.4257 0.2581 2.7474 0.44
H -3.6881 0.9356 1.2637 0.03
H -3.0780 1.3986 2.8688 0.34
H -3.5219 -1.9714 4.1961 0.45
H -1.8319 -2.5179 4.2523 0.36
H -2.2680 -0.8983 4.8293 0.35
H -2.8862 -1.8120 0.0113 0.00
H -2.2424 -3.0917 1.0608 0.36
H -3.8974 -2.5049 1.3053 0.47
H 0.8821 1.8008 3.8618 0.23
H -0.0986 3.2476 3.4708 0.55
H -0.8946 1.6813 3.8166 0.30
H 2.0917 2.5138 -0.0993 0.50
H 1.8179 3.5014 1.3614 0.51
H 2.6367 1.9098 1.4933 0.20
H -1.4397 3.0822 -0.2598 -0.10
H -2.2492 2.8245 1.2907 0.23
H -0.9425 4.0471 1.1817 0.61
H -0.1269 -1.2179 5.3193 0.33
H 1.6492 -1.3685 5.4491 0.44
H 0.9041 0.2079 5.1090 0.37
H 0.9574 -3.4066 1.7084 0.27
H 1.5437 -3.6437 3.3777 0.46
H -0.1917 -3.4595 3.0661 0.33
H 3.1635 -1.0982 1.6763 -0.52
H 3.0332 0.2621 2.7828 0.35
H 3.4902 -1.3167 3.4118 0.54

Entry 5:
80
Properties=species:S:1:pos:R:3:mulliken_charge:R:1 method="wB97M-V/def2-TZVPD" total_charge=0 energy_ha=-1544.17998 smiles=COCCOC.COCCOC.COCCOC.COCCOC.COCCOC molar_mass_g_mol=450.61 de_lowest_kj_mol=289.0
C 3.3668 3.7374 5.3286 -0.62
O 3.2839 2.7692 4.2876 -0.41
C 1.9692 2.4288 3.9259 -0.06
C 1.1393 1.7450 4.9861 -0.48
O 0.5582 2.7046 5.8537 -0.31
C 0.0007 2.1150 7.0112 -0.76
H 4.4320 3.9253 5.4736 0.27
H 2.8829 3.4263 6.2479 0.22
H 2.9763 4.6992 4.9610 0.29
H 2.0796 1.6987 3.1238 -0.03
H 1.4155 3.3381 3.6520 0.36
H 1.6921 0.9909 5.5613 0.37
H 0.3243 1.2085 4.4705 0.32
H -0.5383 2.9000 7.5410 0.25
H 0.7817 1.7531 7.6919 0.31
H -0.6802 1.3006 6.7480 0.30
C -0.1143 0.2415 -3.2640 -0.85
O 0.7786 0.9004 -2.4035 0.02
C 0.2095 2.0003 -1.7450 -0.88
C -0.8384 1.6283 -0.7196 -0.51
O -0.2591 0.8167 0.2519 0.03
C -1.1827 0.5768 1.3028 -0.92
H -0.5836 0.9538 -3.9604 0.38
H -0.9240 -0.2666 -2.7278 0.24
H 0.4782 -0.4788 -3.8215 0.20
H -0.2559 2.6709 -2.4879 0.40
H 1.0091 2.5593 -1.2613 0.30
H -1.7092 1.1651 -1.2035 0.35
H -1.1908 2.5830 -0.2903 0.37
H -2.0332 -0.0019 0.9316 0.32
H -1.4035 1.5356 1.7779 0.38
H -0.6860 -0.0590 2.0400 0.18
C 2.5965 0.9794 -7.6489 -0.67
O 3.4863 1.1676 -6.5803 -0.34
C 3.8166 -0.0321 -5.9279 -0.33
C 4.2860 0.3283 -4.5241 -0.28
O 4.7030 -0.7605 -3.7496 -0.46
C 3.6431 -1.5994 -3.3123 -0.30
H 3.0194 0.3279 -8.4189 0.28
H 2.3708 1.9630 -8.0562 0.27
H 1.6473 0.5558 -7.2873 0.28
H 4.6135 -0.5821 -6.4482 0.27
H 2.9335 -0.6803 -5.8505 0.27
H 3.4784 0.8821 -4.0191 0.11
H 5.1091 1.0438 -4.5991 0.36
H 2.9069 -1.0090 -2.7635 -0.04
H 4.0699 -2.3578 -2.6634 0.20
H 3.1885 -2.0900 -4.1767 0.34
C 3.1151 -0.1470 0.4956 -0.03
O 2.9245 -1.5150 0.6398 -0.44
C 1.6768 -1.9621 0.1466 1.07
C 1.6619 -3.4676 0.0575 -0.95
O 2.3933 -3.9553 -1.0413 -0.21
C 1.7345 -4.9937 -1.7418 -0.85
H 4.0767 0.1064 0.9496 0.37
H 2.3691 0.4958 0.9764 -0.14
H 3.2094 0.1594 -0.5552 0.02
H 1.5654 -1.5367 -0.8656 -0.28
H 0.7965 -1.5766 0.6794 -0.28
H 0.6122 -3.7890 0.0753 0.50
H 2.1189 -3.8575 0.9796 0.29
H 2.3884 -5.2917 -2.5561 0.23
H 0.7766 -4.6334 -2.1351 0.35
H 1.5480 -5.8601 -1.0970 0.34
C -8.9427 0.4333 2.2227 -0.72
O -7.6370 0.5560 1.7250 -0.32
C -7.0087 -0.6934 1.5587 -0.54
C -5.7237 -0.4826 0.7554 -0.18
O -5.3780 -1.6177 -0.0149 -0.39
C -4.6180 -2.5541 0.7146 -0.52
H -9.5891 -0.1018 1.5141 0.31
H -9.3481 1.4400 2.3165 0.25
H -8.9551 -0.0720 3.1938 0.29
H -7.6593 -1.4084 1.0310 0.36
H -6.8371 -1.1549 2.5473 0.31
H -4.9168 -0.1559 1.4199 0.17
H -5.9425 0.3123 0.0411 0.31
H -4.3530 -3.3895 0.0738 0.25
H -5.2266 -2.8791 1.5649 0.29
H -3.6796 -2.1110 1.0707 0.14